No. 1
Here is a 7-piece molecular cluster, C17H48N2O7 overall in a non-equilibrium geometry from the Open Molecules 2025 dataset. Energies are from wB97M-V/def2-TZVPD.

The calculation puts the LUMO energy at 0.19 eV. The multiplicity is 1. The relative energy (zero: lowest compared OMol25 entry of this formula, charge and spin) comes out at 0.000 eV. Its largest force on an atom is 3.473 eV/Å. Its HOMO energy is -9.861 eV.

Positions of all 74 atoms, in Å:
N 29.085 24.441 -4.386
C 29.429 23.508 -3.537
N 28.506 23.414 -2.604
O 30.504 22.972 -3.620
H 28.232 24.941 -4.180
H 29.827 24.706 -5.019
H 28.767 22.965 -1.737
H 27.624 23.878 -2.768
C 31.869 20.332 -0.041
C 32.853 21.514 0.009
C 33.765 21.266 1.160
O 33.624 21.620 -1.162
H 31.271 20.396 0.868
H 32.355 19.356 -0.049
H 31.355 20.482 -0.990
H 32.344 22.448 0.245
H 34.325 20.354 0.952
H 33.320 21.225 2.154
H 34.610 21.953 1.196
H 33.064 21.631 -1.942
C 29.404 32.199 -4.900
C 28.741 31.963 -3.525
C 28.993 30.537 -2.990
O 29.516 32.754 -2.694
H 30.460 31.932 -4.927
H 29.263 33.214 -5.272
H 28.958 31.575 -5.675
H 27.712 32.321 -3.545
H 28.469 29.843 -3.647
H 28.506 30.520 -2.015
H 30.062 30.324 -3.002
H 30.445 32.640 -2.904
C 23.971 27.203 -1.690
C 24.221 25.762 -2.078
C 22.912 25.107 -2.556
O 25.179 25.687 -3.164
H 23.312 27.328 -0.830
H 23.645 27.832 -2.518
H 24.907 27.664 -1.376
H 24.610 25.136 -1.274
H 22.544 25.647 -3.428
H 22.190 24.954 -1.753
H 23.172 24.063 -2.732
H 24.640 25.784 -3.953
C 33.190 19.463 -7.125
C 32.131 18.444 -7.392
C 30.747 18.969 -7.605
O 32.537 17.615 -8.464
H 33.333 20.073 -8.017
H 34.142 19.011 -6.848
H 32.998 20.130 -6.285
H 31.980 17.759 -6.558
H 30.092 18.154 -7.911
H 30.815 19.656 -8.448
H 30.280 19.376 -6.708
H 32.673 18.188 -9.222
C 33.950 24.720 -7.143
C 32.600 24.425 -7.797
O 31.862 25.605 -8.033
H 34.575 25.258 -7.856
H 34.477 23.828 -6.804
H 33.802 25.341 -6.260
H 32.016 23.738 -7.184
H 32.767 24.053 -8.808
H 30.960 25.348 -8.238
C 26.648 19.018 1.290
C 26.067 20.078 2.188
O 26.973 21.164 2.405
H 27.544 18.487 1.612
H 26.904 19.511 0.353
H 25.910 18.234 1.121
H 25.695 19.555 3.068
H 25.195 20.467 1.662
H 26.382 21.864 2.694

Atomic forces in eV per Å
-0.715 1.966 -2.772
1.101 0.504 -0.012
-1.387 -1.494 2.594
1.471 -1.592 0.602
0.611 0.560 -0.805
-0.663 0.401 -0.132
-0.588 0.004 -0.187
0.138 -0.324 0.757
0.325 1.072 -0.406
-0.355 -0.813 0.817
2.179 -0.226 0.204
0.511 0.019 -0.059
-0.548 -0.098 -0.368
0.289 0.164 -0.086
-0.822 -0.417 0.269
-0.501 0.165 -0.452
-0.318 -0.535 0.227
-0.286 -0.040 -0.255
-0.280 0.667 0.053
-0.266 0.095 -0.002
-1.314 -0.822 -1.018
2.688 -0.856 -1.481
-1.870 0.524 -1.142
-0.010 2.203 2.150
0.114 0.107 0.399
0.144 0.146 0.379
-0.162 -0.217 -0.110
0.012 -0.223 0.345
0.096 -0.434 0.095
0.518 -0.370 0.173
-0.147 0.015 0.277
-0.072 -0.079 -0.070
1.071 0.521 0.625
-1.077 -0.091 -0.759
1.073 -0.841 0.819
-0.244 -0.032 0.644
-0.294 -0.236 -0.176
-0.358 -0.314 -0.150
0.218 -0.040 0.038
0.242 0.364 0.153
-0.376 -0.274 0.068
-0.283 0.869 -0.033
-0.037 -0.030 -0.914
0.191 0.034 -0.329
0.582 0.565 0.612
-0.382 -1.099 1.103
-0.468 0.132 -0.823
-0.005 -0.257 -0.287
0.088 0.152 -0.079
0.013 -0.282 -0.367
-0.507 0.102 -0.063
0.719 -0.167 0.263
0.111 -0.135 -0.102
-0.537 0.524 0.115
0.316 0.480 -0.102
0.070 0.012 -0.261
-0.494 0.427 -0.075
0.552 -0.309 -0.408
-0.260 0.981 0.608
0.099 0.040 0.130
-0.175 -0.151 -0.251
-0.010 0.105 -0.014
0.051 -0.249 -0.051
0.207 -0.937 0.157
0.004 0.056 -0.069
0.450 0.076 -0.712
-0.089 -0.613 -0.479
-0.556 -0.618 0.249
0.063 0.357 0.510
-0.026 -0.290 -0.264
-0.173 0.144 -0.169
0.211 0.522 0.678
-0.242 0.044 0.017
0.372 0.386 0.157

Atom charges from the Löwdin analysis, given in e for atoms 1 to 6:
1. N 0.1538
2. C -0.7909
3. N 0.1648
4. O 0.0361
5. H 0.1018
6. H 0.1163

---

No. 2
Here is a 5-piece molecular cluster, C17H48NO14S4Si overall in a non-equilibrium geometry from the Open Molecules 2025 dataset. Energies are from wB97M-V/def2-TZVPD.

The calculation puts the LUMO energy at -2.92 eV. Its net charge is +1. The multiplicity is 1. Its largest force on an atom is 1.454 eV/Å. Its HOMO energy is -12.113 eV.

Positions of all 85 atoms, in Å:
C -1.748 -2.475 -0.627
Si -1.192 -0.938 -1.525
C -0.915 0.432 -0.285
C 0.440 -1.285 -2.339
O -2.223 -0.459 -2.765
C -3.596 -0.686 -2.664
C -4.306 0.564 -2.109
N -5.232 0.205 -0.999
O -6.307 -0.509 -1.549
H -2.084 -3.247 -1.323
H -2.567 -2.282 0.071
H -0.893 -2.874 -0.083
H -0.762 1.379 -0.806
H -0.037 0.194 0.314
H -1.772 0.574 0.380
H 1.264 -1.227 -1.632
H 0.583 -0.572 -3.155
H 0.421 -2.270 -2.811
H -3.993 -0.897 -3.657
H -3.860 -1.554 -2.046
H -3.578 1.269 -1.714
H -4.929 1.026 -2.872
H -4.749 -0.348 -0.286
H -5.595 1.053 -0.546
H -6.786 -0.906 -0.811
O -5.711 1.080 1.585
S -6.562 1.969 2.353
O -6.651 3.325 1.927
O -6.144 1.864 3.852
C -4.735 2.069 4.198
C -4.311 3.516 4.118
C -8.174 1.288 2.506
H -4.124 1.432 3.558
H -4.653 1.688 5.212
H -4.345 3.894 3.100
H -3.287 3.617 4.474
H -4.962 4.142 4.728
H -8.096 0.254 2.830
H -8.644 1.356 1.527
H -8.725 1.886 3.226
O -2.885 5.745 2.364
S -2.738 6.910 1.540
O -1.722 6.926 0.536
O -2.603 8.178 2.471
C -1.570 8.165 3.492
C -0.179 8.365 2.932
C -4.282 7.332 0.814
H -1.648 7.238 4.062
H -1.841 8.984 4.154
H 0.126 7.529 2.305
H 0.531 8.455 3.754
H -0.137 9.270 2.326
H -5.047 7.331 1.585
H -4.491 6.573 0.064
H -4.189 8.309 0.348
O 1.246 -4.292 -0.163
S 2.294 -5.199 0.212
O 2.924 -5.041 1.482
O 3.376 -5.220 -0.937
C 3.935 -3.948 -1.370
C 4.912 -3.355 -0.384
C 1.746 -6.859 0.036
H 3.116 -3.262 -1.592
H 4.437 -4.176 -2.307
H 4.426 -3.068 0.548
H 5.375 -2.471 -0.817
H 5.694 -4.073 -0.141
H 1.280 -6.978 -0.938
H 1.027 -7.036 0.832
H 2.603 -7.518 0.148
O 7.175 -3.561 -2.481
S 8.283 -4.386 -2.098
O 8.958 -4.141 -0.864
O 9.323 -4.423 -3.289
C 9.820 -3.155 -3.791
C 10.824 -2.503 -2.865
C 7.809 -6.077 -2.168
H 8.973 -2.499 -3.997
H 10.282 -3.408 -4.743
H 10.365 -2.200 -1.926
H 11.237 -1.617 -3.347
H 11.636 -3.192 -2.634
H 7.308 -6.265 -3.113
H 7.131 -6.244 -1.333
H 8.698 -6.692 -2.061

Atomic forces in eV per Å
-0.649 0.200 -0.354
1.415 -0.220 0.257
-0.708 0.124 -0.300
-0.457 0.037 -0.551
-0.322 -0.348 0.415
-0.207 0.266 -0.241
-0.021 -0.412 -0.327
-0.032 0.470 -0.134
0.235 -0.041 -0.142
0.061 -0.070 0.008
0.064 -0.106 0.152
0.047 0.013 0.090
0.207 0.040 0.064
-0.002 0.057 0.066
0.083 -0.002 0.152
0.067 -0.031 -0.005
0.211 0.107 0.117
0.114 -0.081 0.135
0.042 -0.025 -0.048
0.161 -0.054 0.082
-0.041 0.051 0.075
-0.001 0.231 0.122
-0.037 0.008 0.059
0.065 -0.118 0.346
-0.153 -0.069 0.232
-0.079 -0.187 -0.517
-0.118 0.114 0.572
0.017 0.056 -0.262
0.026 0.002 -0.035
0.549 0.040 0.206
-0.289 0.055 -0.142
0.018 -0.117 -0.102
-0.115 -0.026 -0.086
-0.197 -0.036 0.009
0.069 0.005 -0.011
0.009 -0.047 0.030
0.043 -0.015 0.064
-0.001 0.007 0.040
-0.007 0.032 0.003
0.006 0.021 0.007
0.045 -0.156 0.003
-0.152 0.254 0.067
0.084 -0.113 -0.111
0.035 0.060 -0.027
0.249 0.006 0.306
-0.051 -0.057 -0.192
-0.049 -0.019 -0.002
-0.061 -0.051 -0.090
-0.108 0.031 -0.071
-0.001 -0.018 0.019
-0.029 0.034 0.036
0.016 0.032 0.044
0.001 0.008 0.009
0.008 -0.011 0.000
0.011 0.004 -0.008
-0.179 0.142 0.022
0.125 -0.130 -0.187
-0.018 0.049 0.167
0.090 -0.034 0.003
0.153 0.394 -0.258
-0.137 -0.080 0.357
-0.065 -0.022 -0.008
-0.093 -0.085 0.074
-0.014 -0.143 0.020
-0.054 -0.014 -0.023
0.045 -0.054 -0.097
0.062 0.048 -0.030
0.011 0.001 -0.011
0.000 0.011 0.010
0.010 0.001 0.013
-0.057 0.178 0.033
0.041 -0.388 -0.273
-0.046 0.156 0.149
0.104 0.007 0.030
0.110 0.324 -0.173
-0.057 -0.102 0.162
-0.036 -0.034 0.006
-0.068 -0.064 0.071
-0.031 -0.126 0.011
-0.017 0.016 -0.010
0.007 -0.019 -0.053
0.031 0.017 -0.042
0.010 0.003 -0.012
-0.003 0.012 0.007
0.007 -0.001 0.016

Atom charges from the Löwdin analysis, given in e for atoms 1 to 6:
1. C -0.1530
2. Si 0.4132
3. C -0.1570
4. C -0.1478
5. O -0.1900
6. C -0.2379

---

No. 3
Here is C17H49AlBN16O10 as an isolated structure in a non-equilibrium geometry from the Open Molecules 2025 dataset. Energies are from wB97M-V/def2-TZVPD.

The calculation puts the LUMO energy at 1.26 eV. Its net charge is -1. The multiplicity is 1. Its largest force on an atom is 2.891 eV/Å. Its HOMO energy is -3.609 eV.

Positions of all 94 atoms, in Å:
C 3.124 -0.551 1.621
B 2.184 -1.128 0.401
O 1.686 -2.490 0.509
Al 1.691 -0.050 -1.308
C 0.082 -0.935 -2.229
C -0.928 -1.392 -1.088
N -1.140 -2.671 -0.848
C 3.262 0.361 -2.551
C 4.321 -0.815 -2.716
O 5.007 -1.206 -1.496
C 6.054 -0.343 -1.165
C 7.394 -1.016 -0.557
O 6.050 0.889 -1.250
C 0.995 1.803 -0.631
C 2.204 2.811 -0.407
C 2.906 2.959 1.036
N 2.663 3.594 -1.360
H 4.121 -0.140 1.244
H 3.400 -1.464 2.261
H 2.581 0.182 2.295
H 1.091 -2.535 1.285
H -0.498 -0.158 -2.842
H 0.393 -1.802 -2.896
H -1.493 -0.655 -0.429
H -1.817 -2.756 -0.072
H 2.812 0.532 -3.597
H 3.754 1.350 -2.276
H 3.747 -1.723 -3.110
H 5.045 -0.542 -3.567
H 8.240 -0.812 -1.273
H 7.530 -0.539 0.466
H 7.154 -2.109 -0.401
H 0.346 2.209 -1.476
H 0.442 1.672 0.357
H 2.072 2.902 1.800
H 3.441 3.968 1.095
H 3.696 2.159 1.146
H 3.444 4.166 -1.012
C -3.826 -1.255 1.902
O -3.140 -2.151 1.432
N -4.224 -1.241 3.199
N -4.246 -0.196 1.165
H -4.786 -0.513 3.605
H -3.930 -2.010 3.777
H -3.969 -0.171 0.197
H -4.807 0.551 1.530
C 10.308 0.179 -4.045
O 10.814 0.295 -2.940
N 8.976 0.329 -4.261
N 11.036 -0.112 -5.157
H 8.543 0.237 -5.161
H 8.403 0.542 -3.460
H 12.027 -0.232 -5.037
H 10.641 -0.212 -6.073
C -0.778 -6.554 1.778
O 0.060 -7.361 2.168
N -0.446 -5.340 1.271
N -2.112 -6.806 1.819
H -1.118 -4.667 0.946
H 0.533 -5.114 1.222
H -2.400 -7.695 2.187
H -2.812 -6.160 1.505
C -4.634 3.014 3.932
O -4.441 1.988 4.573
N -3.968 4.166 4.174
N -5.537 3.087 2.917
H -4.117 5.019 3.653
H -3.289 4.156 4.916
H -6.056 2.254 2.704
H -5.708 3.920 2.381
C -5.643 7.354 3.232
O -4.952 6.462 2.756
N -6.031 7.362 4.532
N -6.078 8.410 2.500
H -6.596 8.082 4.942
H -5.727 6.593 5.106
H -5.808 8.437 1.531
H -6.644 9.151 2.869
C -4.823 -8.830 0.160
O -4.222 -8.375 1.119
N -6.124 -9.218 0.226
N -4.241 -8.987 -1.057
H -6.635 -9.594 -0.551
H -6.588 -9.116 1.112
H -3.277 -8.710 -1.143
H -4.715 -9.358 -1.859
C -2.259 3.887 -2.778
O -1.708 2.845 -2.478
N -1.582 5.058 -2.907
N -3.599 3.971 -3.010
H -2.014 5.929 -3.153
H -0.588 5.034 -2.742
H -4.132 3.123 -2.924
H -4.071 4.820 -3.258

Atomic forces in eV per Å
0.210 -1.339 0.723
0.676 -1.108 0.594
-0.094 1.577 0.802
-0.125 0.878 -0.572
-1.975 0.103 0.738
0.512 -2.285 -0.948
0.013 2.254 -0.182
0.503 0.007 -0.816
-1.878 1.040 -1.865
2.196 1.333 -0.333
0.807 1.309 0.727
-2.254 -0.247 0.118
-0.414 -2.832 -0.414
1.415 1.795 0.419
-0.062 0.769 -0.249
-0.587 -0.088 -1.018
-0.956 -1.195 1.116
-1.474 -0.174 0.417
-0.281 1.174 -0.515
0.760 -0.569 -0.832
0.634 -0.297 -0.253
0.901 -0.878 0.628
-0.670 0.818 0.967
0.911 -0.311 -0.965
0.333 0.331 -0.384
0.634 -0.293 1.214
-0.440 -1.349 -0.356
0.980 0.939 0.947
-0.338 -0.461 1.471
-0.861 -0.311 0.978
0.131 -0.463 -1.452
0.725 1.090 -0.321
0.711 -0.428 1.316
0.478 0.269 -1.298
1.270 -0.108 -0.510
-0.867 -1.296 -0.085
-1.110 0.719 0.154
-0.310 -0.376 -0.012
0.184 -0.183 0.040
-0.149 -0.002 0.135
-0.222 -0.295 0.476
-0.176 0.249 -0.634
0.237 0.136 0.029
0.010 0.126 -0.087
0.048 0.027 0.136
0.183 -0.001 0.085
-0.069 0.089 0.502
0.012 -0.059 -0.213
-0.473 0.086 0.208
0.607 -0.145 -0.438
0.011 -0.001 0.071
-0.007 0.030 -0.135
-0.152 0.016 -0.006
-0.018 0.010 0.082
0.141 0.228 0.049
-0.063 -0.079 0.009
0.384 0.207 0.061
-0.009 -0.233 0.344
0.106 0.007 -0.129
-0.136 0.053 -0.160
-0.097 0.129 -0.227
0.048 -0.071 -0.039
0.384 -0.107 0.339
-0.251 -0.116 -0.168
0.306 0.374 0.464
-0.566 -0.263 -0.496
-0.074 -0.066 -0.102
-0.030 -0.153 -0.157
0.005 0.161 0.087
0.152 0.045 0.076
-0.026 -0.002 0.114
-0.089 0.092 -0.190
0.049 -0.285 0.467
0.002 0.209 -0.547
0.040 -0.027 -0.056
-0.063 0.079 -0.054
-0.024 0.012 0.132
0.042 -0.065 0.019
0.323 0.163 0.222
-0.460 -0.255 -0.103
-0.634 -0.136 0.268
0.450 -0.007 -0.373
0.065 0.041 0.027
0.075 -0.004 -0.125
-0.118 0.003 0.025
0.004 0.039 0.066
0.582 -0.484 0.195
-0.389 0.160 -0.144
0.481 0.480 -0.033
-0.831 -0.124 -0.079
-0.001 -0.081 0.016
-0.090 -0.066 0.019
0.112 0.106 -0.025
0.070 -0.042 0.013

Atom charges from the Löwdin analysis, given in e for atoms 1 to 6:
1. C -0.0972
2. B -0.4300
3. O -0.0421
4. Al 0.3513
5. C -0.2111
6. C -0.3040